The following is a DFT calculation (the ωB97M-V functional and the def2-TZVPD basis) of a single C2H3ClO3S molecule at a distorted geometry.

XYZ file:
```
10
Properties=species:S:1:pos:R:3:forces:R:3:mulliken_charge:R:1
C -0.277 -0.850 0.046 1.0 -1.0 2.0 -0.54
C 1.083 -0.284 0.270 0.4 -2.2 -0.5 -0.05
O -1.804 1.461 0.255 -1.0 0.6 -0.8 -0.41
O -0.799 -0.409 -1.150 -1.4 2.3 -1.9 -0.32
O 0.479 1.605 -0.608 -2.8 2.3 -2.3 -0.38
S -0.993 1.348 -0.936 3.7 -2.3 2.4 0.82
Cl 1.636 0.040 1.789 0.3 0.4 1.1 -0.13
H -0.187 -1.947 -0.017 -0.4 0.1 -0.2 0.29
H -0.952 -0.601 0.877 0.2 -0.2 0.0 0.36
H 1.814 -0.362 -0.524 0.0 0.1 0.1 0.37
```
Forces are in eV/Å.

largest force on an atom: 4.95 eV/A
total charge: 0
calculated total energy: -31617.397 eV
ΔE to the lowest compared entry with this formula, charge and spin: 155.2 kJ/mol
Kohn-Sham gap (spin up / spin down): 7.922 / 6.505 eV
2S+1: 3